A cluster of 11 separate species, C42H111N5O16 in total, computed with ωB97M-V/def2-TZVPD.

Cartesian coordinates (Å):
C1 0.264186 -24.317910 -50.051651
O1 0.376046 -24.247284 -51.471194
H1 0.637030 -23.418162 -49.562207
H2 -0.797356 -24.395037 -49.816539
H3 0.859484 -25.127823 -49.630045
H4 -0.359084 -24.684741 -51.906864
C2 -8.001663 -22.100422 -51.017789
O2 -8.322358 -20.906942 -50.466892
H5 -7.654651 -22.021681 -52.048072
H6 -7.273686 -22.625687 -50.399515
H7 -8.910109 -22.687828 -50.884503
H8 -9.081225 -20.632312 -50.986780
C3 -4.883839 -23.389319 -52.501853
O3 -6.044911 -23.943652 -53.120405
H9 -4.108504 -23.276047 -53.259560
H10 -5.106873 -22.421549 -52.052667
H11 -4.479387 -24.063644 -51.746995
H12 -6.218683 -23.467902 -53.935920
C4 0.267624 -33.832895 -49.618631
O4 -0.841197 -33.216166 -50.160976
C5 -0.556539 -32.556179 -51.381340
C6 -1.725260 -31.638496 -51.584344
N1 -1.760198 -30.548105 -50.601355
C7 -2.800883 -29.616734 -51.001427
C8 -3.067121 -28.551368 -49.976307
O5 -3.722764 -29.184366 -48.880981
C9 -4.130969 -28.343378 -47.868659
H13 0.087289 -34.377303 -48.691697
H14 1.099015 -33.136165 -49.511585
H15 0.680316 -34.538086 -50.340090
H16 -0.574366 -33.297456 -52.180277
H17 0.312051 -31.898182 -51.354787
H18 -2.662345 -32.195206 -51.591667
H19 -1.665770 -31.215738 -52.587260
H20 -1.925607 -31.027376 -49.727832
H21 -3.774063 -30.097726 -51.099738
H22 -2.550026 -29.046707 -51.895984
H23 -3.764028 -27.812593 -50.372084
H24 -2.197505 -28.079390 -49.519016
H25 -3.241610 -27.757086 -47.637564
H26 -4.533044 -28.930320 -47.042865
H27 -4.975332 -27.688892 -48.084993
C10 -1.253751 -17.868020 -46.608842
O6 -0.870385 -19.182827 -46.863572
C11 -0.111243 -19.773936 -45.817373
C12 0.074028 -21.294995 -46.113037
N2 -1.161909 -21.961809 -46.464671
C13 -1.137085 -23.456600 -46.566491
C14 -2.506294 -24.049574 -46.862145
O7 -2.971605 -23.458970 -48.062732
C15 -4.297576 -23.705116 -48.446273
H28 -1.734442 -17.436803 -47.486955
H29 -0.437707 -17.263420 -46.213072
H30 -1.968542 -17.864136 -45.785945
H31 -0.588165 -19.676653 -44.842085
H32 0.881983 -19.335023 -45.722727
H33 0.561588 -21.833213 -45.300205
H34 0.738830 -21.423971 -46.967150
H35 -1.614780 -21.579941 -47.282716
H36 -0.781237 -23.916772 -45.644688
H37 -0.386153 -23.633833 -47.336409
H38 -3.194337 -23.751789 -46.070930
H39 -2.462747 -25.137026 -46.922636
H40 -4.723702 -23.115689 -49.258124
H41 -4.870456 -23.466984 -47.550051
H42 -4.534606 -24.748201 -48.655742
C16 -0.226146 -23.615647 -42.048744
O8 1.111340 -23.918272 -42.251210
C17 1.317601 -24.975094 -43.219945
C18 2.813988 -25.163401 -43.398531
N3 3.196616 -26.086604 -44.484993
C19 2.698441 -25.698437 -45.831743
C20 3.337848 -24.408740 -46.364705
O9 2.847593 -24.200965 -47.661957
C21 3.462035 -23.194537 -48.390976
H43 -0.856974 -24.478834 -41.836487
H44 -0.654269 -23.195469 -42.958836
H45 -0.272098 -22.914099 -41.215781
H46 0.867853 -24.611999 -44.144063
H47 0.892181 -25.918788 -42.878511
H48 3.088535 -25.608220 -42.442049
H49 3.448359 -24.278061 -43.441628
H50 4.205605 -26.099049 -44.441664
H51 1.632507 -25.471781 -45.809139
H52 2.864535 -26.479043 -46.574150
H53 4.414144 -24.481319 -46.520959
H54 3.199388 -23.521536 -45.746802
H55 4.545747 -23.134872 -48.290459
H56 3.172924 -22.210996 -48.020619
H57 3.161414 -23.305898 -49.432767
C22 -2.039174 -21.109153 -49.902530
O10 -2.317529 -19.927967 -50.604682
C23 -1.326032 -18.926393 -50.444864
C24 -1.910599 -17.641742 -51.011139
N4 -2.877299 -17.100004 -50.058183
C25 -3.595707 -15.900431 -50.557034
C26 -4.560513 -15.471122 -49.479847
O11 -5.218075 -14.266765 -49.831986
C27 -6.195956 -13.774345 -48.956381
H58 -1.962187 -20.887192 -48.838159
H59 -1.097288 -21.476690 -50.309805
H60 -2.789471 -21.884598 -50.056944
H61 -0.409547 -19.171214 -50.981719
H62 -1.098508 -18.851444 -49.381513
H63 -2.393105 -17.861845 -51.963425
H64 -1.099355 -16.920630 -51.111064
H65 -3.554043 -17.807587 -49.810290
H66 -4.189829 -16.156778 -51.434197
H67 -2.901473 -15.096570 -50.801891
H68 -4.003180 -15.462013 -48.543147
H69 -5.349525 -16.223159 -49.480375
H70 -5.821492 -13.582598 -47.950847
H71 -7.081897 -14.407784 -48.912042
H72 -6.576049 -12.827049 -49.338808
C28 -5.113060 -20.096450 -45.867689
O12 -5.804352 -19.815050 -47.067435
C29 -5.004865 -19.295849 -48.088685
C30 -5.784142 -19.546137 -49.370795
N5 -5.032618 -19.014503 -50.485630
C31 -5.776960 -19.318761 -51.706311
C32 -4.887853 -19.089612 -52.986701
O13 -5.008428 -17.675259 -53.333682
C33 -4.123065 -17.335727 -54.417145
H73 -4.570153 -19.218545 -45.517486
H74 -4.433626 -20.938933 -45.996883
H75 -5.846065 -20.432897 -45.134474
H76 -4.111996 -19.917834 -48.152069
H77 -4.673646 -18.303089 -47.784003
H78 -6.774272 -19.111366 -49.234008
H79 -5.858812 -20.622295 -49.527027
H80 -4.119626 -19.416408 -50.643774
H81 -6.776320 -18.885135 -51.669561
H82 -5.989431 -20.387239 -51.742674
H83 -5.285967 -19.810650 -53.700637
H84 -3.879549 -19.432774 -52.755038
H85 -4.060925 -16.297640 -54.743700
H86 -4.282303 -17.862301 -55.358136
H87 -3.096408 -17.563943 -54.130813
C34 -0.718960 -15.990483 -43.274049
C35 0.586540 -16.606335 -42.795762
C36 0.455511 -17.965097 -42.086988
O14 1.510152 -16.674653 -43.876767
H88 -0.567675 -15.010640 -43.726943
H89 -1.331062 -15.793649 -42.393892
H90 -1.285118 -16.593531 -43.983897
H91 1.047559 -15.953417 -42.054634
H92 -0.345203 -18.003198 -41.348408
H93 1.420843 -18.283217 -41.693249
H94 0.242086 -18.720606 -42.843137
H95 1.683047 -15.794344 -44.218459
C37 -2.830387 -28.134455 -43.972093
C38 -1.474599 -27.380204 -44.013259
C39 -0.735153 -27.723722 -45.279941
O15 -1.810116 -25.985232 -43.860978
H96 -3.366246 -27.818247 -43.077123
H97 -2.804916 -29.223205 -44.017726
H98 -3.465249 -27.836371 -44.806467
H99 -0.922477 -27.672558 -43.120061
H100 0.190052 -27.148048 -45.253479
H101 -1.265370 -27.379867 -46.168053
H102 -0.631934 -28.807740 -45.231616
H103 -2.189988 -25.840656 -42.991266
C40 0.372200 -14.968970 -48.883635
C41 1.710642 -15.665258 -49.137587
C42 2.087236 -16.748079 -48.129977
O16 1.599058 -16.213010 -50.425486
H104 0.251456 -14.586947 -47.869945
H105 -0.439252 -15.687248 -49.000744
H106 0.269106 -14.145476 -49.590265
H107 2.580655 -15.008750 -49.151068
H108 2.086227 -16.273096 -47.148909
H109 3.076792 -17.168160 -48.310035
H110 1.345114 -17.546403 -48.136080
H111 2.141310 -17.003988 -50.469267

Forces on the atoms, in the same order (eV/Å):
C -0.5339 -0.0617 -0.4040
O 0.8873 0.5061 0.1344
H 0.0492 0.3339 -0.3958
H 0.0309 -0.2409 0.5183
H -0.2067 -0.3213 -0.0371
H -0.2462 -0.1583 0.2209
C -0.0371 -2.4972 0.0633
O -0.4709 2.8169 0.7141
H -0.0110 -0.3235 -0.0933
H 0.3814 0.2217 -0.1449
H 0.0430 -0.8973 -0.8690
H -0.0943 0.5959 0.3081
C 0.0129 -0.0370 -0.7367
O -0.0575 -0.2776 0.5349
H 0.2459 0.2168 0.1152
H 0.0630 0.1453 0.1426
H -0.3485 -0.1381 -0.0051
H 0.1161 0.0799 -0.0455
C 1.3995 -0.5159 -0.5530
O -0.3015 0.3194 0.5141
C -1.5076 0.2499 0.2696
C -0.1511 0.7090 -0.5198
N 0.4168 -0.6627 -1.2363
C -0.0491 0.7702 1.1655
C -0.6748 -0.1693 1.3241
O -0.7019 -1.5443 -0.6071
C 0.1254 0.3377 0.3242
H -0.4087 0.3412 -0.0282
H 0.0297 0.3759 0.5501
H -0.0224 -0.5972 -0.1590
H 0.6097 -0.0477 -0.2410
H 0.5131 -0.4711 0.1534
H -0.2189 -0.3651 0.1486
H 0.1871 0.2312 -0.0993
H -0.4160 0.5531 0.4029
H -0.1978 -0.2424 -0.5225
H 0.2720 -0.5485 -0.3586
H 0.2014 0.3376 -0.2966
H 0.4528 0.2885 -0.6189
H -0.1959 0.4859 0.8984
H 0.6237 -0.2316 0.2189
H 0.0155 0.4004 -0.7149
C -0.3896 0.2251 0.8799
O 0.6816 -0.8253 -0.1397
C 0.0278 -1.4815 -0.2088
C -0.4048 0.1642 -1.1809
N -1.5176 -0.9092 1.4841
C 0.5447 1.5186 -0.2608
C -0.0653 0.9716 -0.3895
O 0.8877 0.2815 -1.4751
C -0.8396 -0.5048 1.7912
H 0.2349 -0.0284 -0.1135
H 0.4248 0.2176 -0.4368
H -0.5128 0.0054 0.1448
H -0.4705 0.1891 0.0512
H 0.1460 0.3314 -0.1526
H -0.1266 0.2645 0.3902
H 0.6961 0.3575 -0.2280
H 0.2595 0.0000 0.1529
H 0.0291 0.1928 0.2299
H -0.0632 -0.9586 -0.3477
H -0.1011 -0.1519 0.3814
H 0.0281 -0.1799 -0.0666
H 0.8746 0.3536 -0.1224
H -0.7439 0.1116 0.0564
H 0.4043 -0.3211 -0.2209
C -0.5314 0.2369 -0.2330
O 1.1501 -1.2767 -0.1706
C 0.3541 1.7439 -0.1163
C 0.4184 -0.6185 0.5765
N -1.1149 0.0981 -0.1103
C 0.8514 1.1100 0.5731
C 0.6374 -0.0680 -0.8068
O -0.8631 -0.6457 -0.1896
C -0.0376 0.9272 -0.0022
H 0.1401 -0.3436 0.3451
H -0.1842 0.4147 -0.1039
H -0.1317 0.0478 -0.1378
H -0.3737 -0.3807 -0.1259
H -0.2962 0.0156 -0.1359
H 0.4546 -0.3523 -0.0123
H -0.7210 0.7528 -0.0959
H 0.0912 -0.2821 -0.5128
H -0.0537 -0.4327 0.1639
H 0.0405 -0.1276 0.2275
H 0.5279 -0.4523 0.6180
H -0.4150 0.0795 0.3522
H 0.4019 -0.7196 -0.1253
H -0.4971 0.3312 -0.0587
H 0.1303 0.0692 0.0721
C 0.6512 -0.1306 -0.1780
O -0.5619 0.1621 -0.4580
C -0.4129 0.1739 -0.3077
C -0.1784 -0.0304 1.2585
N 0.5570 1.3263 0.1815
C 0.0141 -0.9153 0.0891
C -0.8048 -0.3080 -0.3654
O 0.6596 0.7949 -0.2358
C -0.1809 0.0134 -0.1169
H 0.1022 -0.0619 -0.0149
H 0.2621 -0.4560 0.3972
H -0.1802 0.3593 -0.1641
H 0.1319 -0.3403 -0.1377
H 0.1403 0.2971 0.1457
H 0.2108 0.0209 -0.4109
H 0.0060 0.0750 -0.3428
H -0.2015 0.1362 -0.3068
H 0.0568 0.1142 -0.3884
H 0.1938 -0.0421 0.0356
H -0.2517 0.3926 0.4114
H 0.0433 -0.5068 0.6046
H 0.1460 -0.1783 0.2008
H 0.0022 -0.4891 0.1852
H 0.3273 0.0977 -0.2211
C -0.3746 -0.2909 -0.3906
O -0.7274 -0.3563 1.0040
C 0.2149 -1.4142 0.3081
C 1.5213 0.5731 0.6248
N -1.7100 0.9245 -1.2874
C 1.3918 -0.3207 -0.7071
C -2.1263 0.9824 1.6582
O 0.8851 -0.8558 -1.2863
C 0.7506 -0.4537 0.1459
H 0.1255 0.0805 0.2000
H 0.4295 0.0298 -0.1512
H -0.0836 0.3189 0.0474
H 0.5846 -0.0096 -0.0344
H -0.1953 0.5480 -0.6820
H -0.0226 0.0318 -0.5540
H -0.4920 -0.3094 0.5179
H 0.1579 -0.4626 0.7533
H 0.2208 0.5825 -0.4705
H -0.0572 -0.5059 0.0921
H -0.0387 0.5378 -0.8393
H 0.3406 0.4566 -0.0355
H -0.8465 0.3572 0.8310
H -0.5293 -0.5518 0.1068
H 0.2103 -0.2041 0.1402
C -0.2420 0.1360 0.6202
C 0.0733 0.4300 0.3531
C 0.2903 -0.1667 -1.4622
O 0.2560 -1.0187 -0.1755
H 0.2587 0.0235 -0.1292
H -0.2976 -0.1163 0.0056
H 0.1745 -0.2122 0.1137
H -0.2070 0.4222 0.2231
H 0.2128 0.2496 0.0676
H -0.0822 0.2495 0.3759
H -0.2966 -0.0922 -0.0989
H -0.1397 0.1025 0.1163
C -0.0965 0.3458 -0.0143
C -2.3470 -0.4686 0.6703
C 0.0682 1.2540 0.7024
O 0.7768 0.0016 -0.9525
H -0.0681 -0.2302 0.1876
H 0.4169 -0.0443 0.2140
H 0.1612 0.2356 -0.1792
H 0.4475 -0.1830 -0.0846
H 0.4429 -0.5795 -0.2132
H -0.2415 -0.3064 0.0225
H 0.4532 0.1379 -0.4985
H -0.0601 -0.1761 0.0408
C 0.4376 -0.0991 0.3282
C 0.2383 -0.4604 0.5170
C -0.7125 0.4201 0.2316
O -0.1535 -0.4284 -1.0015
H 0.3442 0.1766 0.0761
H -0.0210 -0.0591 -0.3180
H -0.2062 -0.0704 0.0000
H -0.1978 0.7757 0.1083
H 0.0993 -0.2383 0.2276
H 0.0306 0.0504 -0.1274
H -0.0452 -0.1174 0.0772
H 0.0628 -0.0549 -0.1212

Values from the calculation:
* 2S+1: 2
* total charge: -1
* E: -85553.427 eV
* orbital gap (spin up / spin down): 1.28 / 8.09 eV